Below is 2 unconnected molecules or ions with the total composition C6H16N2O at a distorted geometry, with properties calculated with wB97M-V/def2-TZVPD.

ΔE to the lowest compared entry with this formula, charge and spin = 48.9 kcal/mol
orbital gap = 9.81 eV
E_HOMO = -8.9 eV
E = -11507.9353 eV
spin multiplicity = 1

The geometry in XYZ format:
```
25
Properties=species:S:1:pos:R:3:forces:R:3:mulliken_charge:R:1
O 3.38682 -0.54328 -0.01160 -0.525 -0.133 0.694 -0.71
N 0.88505 -1.83851 1.68194 -0.604 -0.221 -1.431 -0.53
N 0.39348 0.54961 -0.22013 -1.216 1.056 0.120 0.16
C -0.18990 0.63534 -1.60337 1.164 2.150 -0.294 -0.81
C 0.69777 1.91752 0.28847 0.732 -0.369 -0.132 -0.91
C -0.63075 -0.13538 0.62147 -0.802 -1.349 -1.161 0.00
C -1.97757 -0.15195 -0.14646 0.582 0.809 -1.980 -0.83
C -0.25584 -1.61088 0.72956 1.877 0.306 1.676 -1.02
C -1.68293 0.42761 -1.60424 -0.585 -0.681 1.635 -0.57
H 3.18811 -1.16053 0.71878 0.278 0.142 -0.571 0.34
H 1.36319 -0.97832 1.89740 -0.154 -0.077 0.576 0.18
H -2.68102 0.56777 0.24801 -0.506 -0.578 0.583 0.37
H -0.76280 0.30581 1.61210 0.343 0.076 -0.115 0.43
H 0.60914 2.67214 -0.48359 -0.509 0.122 -0.192 0.39
H 1.76661 1.98969 0.51237 -0.121 -0.124 0.606 0.26
H 0.07840 2.19393 1.14464 0.204 0.016 0.002 0.33
H -2.29227 1.33642 -1.57627 0.664 0.237 -0.742 0.25
H 0.55786 -2.39949 2.44592 0.372 0.398 0.574 0.23
H -2.05276 -0.19261 -2.41970 0.062 -0.144 0.159 0.33
H -2.34496 -1.15403 -0.35543 -0.402 0.007 0.907 0.32
H -1.06900 -2.20851 1.13287 -0.253 -0.024 -0.459 0.51
H 0.09217 -1.93171 -0.24883 -0.451 -0.258 -0.286 0.28
H 2.52198 -0.10608 -0.11375 0.079 -0.124 -0.254 0.33
H 0.46070 0.13510 -2.31321 -0.479 -0.954 -0.046 0.38
H -0.06149 1.68034 -1.93696 0.254 -0.286 0.132 0.29
```
Forces are in eV/Å.